21
Properties=species:S:1:pos:R:3:forces:R:3:mulliken_charge:R:1 method="wB97M-V/def2-TZVPD" spin_multiplicity=1 e_lumo_ev=0.454 gap_ev=9.599 total_energy_ev=-22336.4730 e_above_lowest_kj_mol=86.6 smiles=CS.O.O.O.O.O homo_energy_ev=-9.1
C -2.538735 -0.104770 0.949479 -1.2 0.3 0.6 -0.66
S -2.230433 -1.073988 -0.542649 0.4 -0.4 0.3 -0.33
H -1.870037 0.713430 0.857847 0.5 1.0 0.3 0.15
H -3.571609 0.294111 1.127106 0.8 -0.5 -0.9 0.36
H -2.334060 -0.660345 1.854748 0.3 -0.3 0.0 0.28
H -0.930557 -1.304117 -0.139814 -0.8 0.0 -0.4 0.19
H 0.168375 1.572298 2.593706 -2.5 0.1 1.6 0.32
H 0.707202 1.151402 1.251677 0.2 0.6 0.7 0.32
O 0.947946 1.563179 2.116199 2.2 -0.7 -2.5 -0.64
H -0.950683 0.591554 -3.967569 -0.2 -0.1 0.4 0.29
H -1.523376 0.282594 -2.506286 0.3 0.1 -0.4 0.28
O -0.854468 0.775648 -3.023850 -0.1 0.0 0.0 -0.65
H 1.037751 -1.084449 1.903850 0.3 1.0 1.1 0.30
H 1.427837 -1.958763 0.751137 -2.0 0.3 1.3 0.42
O 0.610199 -1.702300 1.337353 1.6 -1.4 -2.2 -0.65
H 2.042833 -0.562471 -0.293780 2.1 -1.5 -0.5 0.36
H 3.510096 -0.902597 0.110414 3.3 1.8 1.9 0.32
O 2.801743 -1.274020 -0.296264 -5.3 -0.1 -1.8 -0.70
H 0.564589 1.014555 -1.871669 -1.2 0.4 -2.5 0.34
H 1.893652 1.670046 -1.100341 -2.9 -2.0 -0.7 0.33
O 1.091744 0.999013 -1.111286 4.2 1.5 3.5 -0.65